Formula: C49H113N3O20S7
Source: OMol25
Level of theory: wB97M-V/def2-TZVPD

```
192
Properties=species:S:1:pos:R:3:forces:R:3
C -0.00993 -2.14980 3.99284 1.0 0.2 0.8
C 0.57836 -0.76676 4.23001 -0.3 0.4 0.6
C 0.28063 -0.28533 5.67215 0.0 -0.3 -1.2
O 1.98342 -0.83608 4.02979 0.1 0.2 -0.1
H -1.01240 -2.20376 4.41146 -0.3 0.0 -0.6
H 0.57893 -2.83696 4.61390 0.0 0.0 -0.1
H 0.13604 -2.47330 2.96489 -0.7 0.2 0.0
H 0.14901 -0.03707 3.52997 -0.1 -0.1 -0.1
H -0.79984 -0.24664 5.81587 0.0 -0.1 0.2
H 0.67836 0.72054 5.80784 0.1 -0.1 0.2
H 0.76119 -1.01077 6.32684 -0.1 0.2 0.4
H 2.30473 0.09358 4.02485 -0.2 -0.3 -0.3
C 1.62516 -4.44734 2.14186 0.2 -0.1 0.0
C 1.13262 -5.08762 0.84410 -1.2 0.6 0.8
C -0.34919 -4.70408 0.67675 0.1 -1.2 -1.0
O 1.89595 -4.66232 -0.27634 0.1 -0.1 -0.2
H 2.43175 -5.00909 2.61367 0.1 0.1 0.0
H 0.80333 -4.33995 2.84870 0.2 -0.4 0.0
H 1.96443 -3.42875 1.94629 0.1 -0.1 0.0
H 1.11971 -6.17629 0.94065 0.4 0.0 -0.1
H -0.56908 -3.66791 0.42208 0.2 0.1 0.5
H -0.87115 -5.07808 1.55845 -0.1 0.5 0.2
H -0.78807 -5.30671 -0.12650 0.2 0.1 -0.2
H 2.55304 -5.33329 -0.48576 0.0 0.0 0.0
C 4.97444 1.41263 -2.60702 0.4 0.3 0.6
C 3.62575 2.10958 -2.83548 1.5 -0.9 -1.0
C 3.73313 3.59650 -2.51363 -0.7 0.1 0.7
O 3.30256 1.81212 -4.20224 -0.5 0.4 0.3
H 4.98469 0.34530 -2.83151 -0.4 0.0 0.0
H 5.32398 1.51665 -1.57413 -0.1 0.0 0.0
H 5.76206 1.84880 -3.22519 -0.2 0.2 -0.2
H 2.87793 1.60816 -2.21823 -0.1 0.5 0.1
H 3.63753 3.68428 -1.42490 0.0 0.1 0.0
H 2.91257 4.17829 -2.94021 -0.1 -0.1 -0.1
H 4.66014 4.11348 -2.75886 0.1 -0.4 -0.4
H 2.33754 1.66871 -4.18955 0.0 0.0 -0.1
C 4.58390 2.18768 2.15873 0.3 -0.2 -0.1
C 4.21318 1.89574 3.60546 -0.5 0.4 0.1
C 4.90991 2.80072 4.63621 0.1 0.0 -0.8
O 5.02584 4.12224 4.17405 -0.6 0.5 -0.4
C 5.53493 5.00947 5.15461 0.5 -0.4 -0.7
N 2.72004 1.94484 3.68506 0.3 1.1 0.6
H 4.27220 1.39222 1.48485 -0.1 -0.1 0.2
H 5.65868 2.29583 2.01671 0.0 0.1 0.1
H 4.08906 3.09212 1.79848 0.2 0.2 0.3
H 4.49479 0.88795 3.91967 0.1 -0.1 -0.3
H 5.92616 2.40677 4.76444 -0.1 -0.1 0.5
H 4.31609 2.77985 5.55948 0.3 -0.2 0.2
H 4.82048 5.11792 5.97180 0.3 0.0 0.3
H 5.72611 5.97845 4.69645 -0.3 0.0 -0.2
H 6.52673 4.63703 5.43432 -0.2 0.0 0.7
H 2.44231 2.71780 3.08037 -0.1 -0.3 -0.3
H 2.49195 2.36655 4.58950 -0.1 -0.5 0.1
C -6.21476 -5.25430 -3.90542 -0.6 -0.4 0.6
C -6.42434 -4.17655 -2.83306 -1.1 -0.2 -0.5
C -5.23244 -3.28369 -2.55450 0.2 -0.8 0.7
O -4.19004 -4.14169 -2.06998 0.0 0.8 -0.2
C -3.31557 -3.53105 -1.14893 0.1 -0.8 1.0
N -7.61935 -3.42972 -3.21256 -0.1 -0.1 -0.5
H -6.19781 -4.82105 -4.90640 0.5 0.0 0.0
H -7.08367 -5.91849 -3.88693 -0.2 0.2 0.0
H -5.39286 -5.93330 -3.68522 0.4 0.4 -0.2
H -6.75537 -4.67323 -1.91480 0.7 -0.1 0.2
H -5.53680 -2.58576 -1.76679 0.1 0.1 0.0
H -4.90771 -2.68555 -3.41018 0.0 -0.2 -0.3
H -3.76575 -2.66407 -0.65864 0.2 0.3 -0.3
H -2.30169 -3.33064 -1.50314 -0.2 0.4 -0.5
H -3.15234 -4.25144 -0.33661 -0.1 -0.1 0.0
H -7.55441 -3.14327 -4.18287 -0.1 0.3 0.2
H -7.81987 -2.62858 -2.62913 0.2 0.1 -0.1
C 0.31176 2.48112 -5.87454 0.3 -0.8 -0.6
C -0.21303 1.27811 -5.03926 0.6 1.8 -1.6
C 0.13777 0.00828 -5.79213 0.6 -0.6 0.4
O -0.42657 -1.17184 -5.24680 0.0 0.0 0.5
C -1.78857 -1.15458 -4.88068 -0.5 0.5 -1.8
N 0.39919 1.29952 -3.72547 -0.9 -1.0 0.9
H -0.35767 2.52552 -6.73782 0.1 0.6 0.0
H 1.31618 2.33832 -6.28760 0.0 -0.3 0.2
H 0.39483 3.42282 -5.33455 -0.6 0.0 0.1
H -1.29179 1.48459 -5.09328 -0.1 -0.6 0.6
H 1.21220 -0.18874 -5.69367 0.1 0.4 0.2
H 0.02268 0.05233 -6.88229 -0.8 0.3 0.1
H -2.03154 -2.19325 -4.68263 -0.2 0.2 0.7
H -2.42140 -0.85494 -5.73726 0.2 -0.3 -0.3
H -2.10036 -0.38601 -4.17298 0.5 -0.5 0.9
H 0.05920 0.44729 -3.25815 0.6 0.0 0.0
H -0.06343 2.00234 -3.14033 0.3 0.1 -0.5
C 4.79058 -3.20979 2.82045 -0.9 0.5 -0.9
C 4.88867 -3.73305 1.35911 0.8 -0.8 0.5
C 6.03710 -2.96850 0.71561 -0.5 1.9 0.1
S 5.99149 -1.27036 1.52737 0.2 -2.3 -0.1
O 5.63326 -0.26118 0.54664 0.2 -0.2 0.6
O 7.21426 -1.23272 2.30992 -0.5 0.9 -0.1
C 4.59381 -1.70962 2.63460 1.0 0.5 -0.2
H 5.69790 -3.43209 3.37896 0.1 0.1 0.0
H 3.92726 -3.54537 3.39211 0.1 -0.4 -0.2
H 3.96726 -3.64450 0.78680 -0.1 0.2 0.2
H 5.17914 -4.78659 1.35245 -0.3 -0.1 0.0
H 5.93868 -2.68861 -0.33093 -0.1 -0.5 -0.2
H 7.01766 -3.38956 0.91262 0.0 0.1 0.1
H 3.68708 -1.45020 2.08994 -0.1 -0.2 0.1
H 4.64724 -1.15254 3.56614 0.1 0.1 -0.1
C 1.26541 1.29315 0.16471 0.3 -0.9 0.1
C 2.05976 0.02660 -0.27764 0.9 -0.1 -0.2
C 1.27947 -1.23889 0.06942 -0.9 0.1 0.6
S -0.46247 -0.77231 -0.15778 0.4 1.1 -0.5
O -1.35935 -1.39729 0.79142 0.2 0.0 -0.1
O -0.77891 -0.85706 -1.56903 0.0 -0.5 -0.1
C -0.22894 0.97592 0.17130 -0.2 0.2 1.3
H 1.56124 2.16569 -0.41425 -0.2 0.0 -0.2
H 1.54107 1.48034 1.20342 0.1 0.1 -0.1
H 3.00920 0.01169 0.26388 0.0 -0.1 0.1
H 2.39760 0.06425 -1.31460 -0.6 -0.1 -0.1
H 1.43067 -1.47102 1.12743 -0.3 0.1 0.1
H 1.37943 -2.18573 -0.46242 0.5 0.3 -0.4
H -0.54917 1.08373 1.20855 -0.4 0.0 -0.1
H -0.88348 1.59997 -0.43291 0.1 -0.3 -0.3
C -3.76422 -2.65704 2.58718 -0.6 0.5 0.5
C -4.35645 -3.24687 3.87790 -1.6 -0.6 -0.2
C -4.09469 -2.30889 5.03185 0.7 -0.2 0.1
S -4.37213 -0.66484 4.35295 0.0 -0.2 -0.6
O -3.30050 0.23225 4.75375 -0.2 -0.3 -0.3
O -5.73665 -0.25028 4.60070 0.3 -0.1 0.0
C -4.22828 -1.17866 2.58479 0.9 0.1 0.5
H -4.18894 -3.11904 1.69913 0.2 -0.3 0.0
H -2.67987 -2.74470 2.56599 0.0 0.1 -0.1
H -4.13394 -4.29192 4.09824 0.7 0.2 0.0
H -5.45156 -3.30811 3.80131 0.0 0.2 -0.4
H -3.04972 -2.43653 5.32059 0.0 0.5 0.2
H -4.75181 -2.45102 5.88595 0.0 0.1 0.0
H -3.49705 -0.50988 2.12987 0.0 0.0 0.0
H -5.19438 -1.06292 2.10022 -0.1 0.1 0.3
C -4.04325 0.75621 -1.02426 0.9 -0.9 0.0
C -3.67918 1.22517 -2.42657 0.0 1.7 -0.1
C -4.64934 0.56221 -3.36859 -0.7 0.0 0.7
S -6.26353 0.83074 -2.47736 0.4 -0.1 -1.4
O -7.08975 -0.36091 -2.61264 0.4 0.6 0.4
O -6.81284 2.11153 -2.87172 0.2 -0.4 0.2
C -5.52689 0.96471 -0.82078 -1.0 -0.5 -0.3
H -3.47689 1.26456 -0.24407 0.1 -0.1 0.0
H -3.78566 -0.30867 -1.01716 -0.1 0.0 0.5
H -2.64676 1.11104 -2.75356 0.1 -0.4 0.4
H -3.81572 2.31426 -2.40980 -0.1 0.0 -0.4
H -4.41896 -0.50504 -3.39876 -0.4 0.0 0.0
H -4.71016 0.96374 -4.37652 -0.2 0.2 0.1
H -6.08177 0.18299 -0.29917 0.4 -0.1 0.3
H -5.79702 1.91953 -0.37485 0.0 0.1 -0.3
C 3.04009 -2.57753 -5.02111 -0.3 -0.3 -0.5
C 2.68438 -2.09116 -3.60333 0.1 -0.6 -0.1
C 3.79022 -2.58490 -2.64041 0.9 0.7 -0.7
S 5.15829 -3.18049 -3.71840 -0.2 -0.3 -0.9
O 5.02755 -4.61695 -3.90887 0.1 0.6 0.5
O 6.45157 -2.60107 -3.44605 -0.1 -0.2 0.8
C 4.53479 -2.38385 -5.17119 -0.2 0.3 0.2
H 2.49218 -2.05023 -5.80170 -0.1 0.1 0.2
H 2.82851 -3.64067 -5.15540 -0.2 0.0 0.1
H 1.72249 -2.46526 -3.25717 -0.1 0.1 -0.2
H 2.64505 -1.00115 -3.63667 0.1 0.0 0.2
H 3.50423 -3.37730 -1.95666 0.0 0.1 0.1
H 4.25200 -1.71373 -2.17129 -0.1 -0.3 0.6
H 5.02774 -2.83268 -6.02977 -0.1 -0.1 -0.1
H 4.78888 -1.32419 -5.09518 0.1 0.0 0.0
C -0.74883 6.69385 -0.91230 0.1 0.2 0.8
C 0.41296 6.41680 -1.86173 -0.4 0.5 -0.2
C -0.13567 5.49602 -2.94786 0.3 -0.6 0.5
S -1.52450 4.60956 -2.18842 0.4 0.3 -0.2
O -1.14764 3.20223 -2.13596 -0.6 0.4 0.2
O -2.73751 5.03519 -2.84685 0.0 -0.4 0.4
C -1.37587 5.35387 -0.54971 0.4 -0.1 -0.4
H -1.49698 7.33660 -1.37899 0.1 0.1 0.0
H -0.32192 7.20860 -0.04947 -0.5 0.0 0.2
H 1.24971 5.97316 -1.32117 -0.1 -0.2 0.0
H 0.74146 7.39234 -2.22159 0.2 -0.2 -0.4
H 0.53974 4.66976 -3.16562 0.2 0.3 -0.5
H -0.50542 5.99689 -3.83765 0.0 0.0 0.0
H -0.66315 4.74148 0.00534 -0.1 -0.1 0.0
H -2.31954 5.35801 -0.01203 -0.1 0.1 -0.2
C -2.66925 3.34946 5.51615 0.6 0.5 0.6
C -3.95030 4.05141 5.03600 0.5 -0.6 -0.9
C -4.25676 3.43653 3.65640 -0.5 0.9 -0.6
S -2.65758 3.38338 2.81160 0.6 -0.5 2.5
O -2.32254 4.71240 2.36816 -0.3 0.3 -0.7
O -2.49709 2.24025 1.95261 -0.3 0.0 -0.5
C -1.67110 3.18792 4.35504 -0.8 -0.6 -0.4
H -2.82254 2.36756 5.95664 -0.4 0.0 -0.1
H -2.18168 3.97730 6.26568 -0.1 -0.1 0.2
H -3.68103 5.10325 4.93769 -0.4 0.1 -0.2
H -4.83168 3.96226 5.66431 0.2 -0.1 0.3
H -4.90715 4.07706 3.05459 0.2 0.2 -0.1
H -4.77130 2.47712 3.66696 0.5 -0.3 0.3
H -0.86691 3.91488 4.27615 -0.1 0.2 0.1
H -1.25920 2.18560 4.42231 0.1 -0.1 -0.4
```
Forces are in eV/Å.

Summary:
- Kohn-Sham gap: 8.592 eV
- Charge: 0